1.
Below is 2 unconnected molecules or ions with the total composition C3H8BrOPS, with properties calculated with wB97M-V/def2-TZVPD.

Each line ends with the natural charge from an NBO analysis.
CARTESIAN COORDINATES (ANGSTROEM)
Br (-0.8037, -0.4597, -3.3102)  -0.187
S (1.5360, -2.0828, -1.2481)  -0.477
P (0.0066, -0.8675, -1.2860)  1.092
O (0.4371, 0.6586, -0.9379)  -0.829
C (-2.5534, -1.1187, 0.1505)  -0.491
C (1.4946, 0.9850, -0.0520)  -0.070
C (1.0214, 1.0092, 1.3879)  -0.633
H (-2.2461, -0.7831, 1.1211)  0.182
H (-2.6694, -2.1716, -0.0059)  0.187
H (0.1824, 1.6930, 1.4964)  0.213
H (1.8336, 1.9707, -0.3780)  0.194
H (-3.0889, -0.4434, -0.4844)  0.187
H (0.7060, 0.0113, 1.6922)  0.211
H (1.8310, 1.3358, 2.0344)  0.220
H (2.3128, 0.2634, -0.1800)  0.200

Results
- Energy above the lowest of the compared OMol25 structures with the same formula, charge and spin: 61.73 kcal/mol
- E_LUMO (spin up / spin down): -1.86 / -0.63 eV
- Orbital gap (spin up / spin down): 7.10 / 7.98 eV
- HOMO (spin up / spin down): -8.96 / -8.61 eV

=====

2.
Below is a molecular structure, C3H8CdO3, with properties calculated with wB97M-V/def2-TZVPD.

Each line ends with the natural charge from an NBO analysis.
CARTESIAN COORDINATES (ANGSTROEM)
Cd (0.5081, 2.8287, 0.9024)  1.000
O (0.5318, 1.5601, 2.3423)  -0.696
O (1.0506, 1.4456, -0.3164)  -0.704
O (-0.4615, -1.3826, -1.5767)  -0.731
C (2.3132, 1.1433, -0.2159)  0.316
C (-0.0998, 0.4321, 2.0498)  0.295
C (-1.7927, -1.8019, -1.3570)  -0.251
H (-0.3874, -0.4112, -1.4760)  0.460
H (-1.1994, 0.5008, 1.9896)  0.191
H (2.6331, 0.0903, -0.1989)  0.199
H (-1.8357, -2.6856, -0.6998)  0.182
H (-2.4054, -1.0028, -0.9130)  0.157
H (3.0376, 1.8562, -0.6446)  0.193
H (0.3268, -0.5014, 2.4461)  0.202
H (-2.2192, -2.0718, -2.3319)  0.188

Results
- Expectation value of S²: 0.752
- Multiplicity: 2
- Charge: +1
- E_LUMO (spin up / spin down): -6.13 / -6.06 eV
- Orbital gap (spin up / spin down): 5.52 / 7.39 eV
- HOMO (spin up / spin down): -11.65 / -13.45 eV

=====

3.
Below is 2 unconnected molecules or ions with the total composition C3H8Cl2N2, with properties calculated with wB97M-V/def2-TZVPD.

Each line ends with the natural charge from an NBO analysis.
CARTESIAN COORDINATES (ANGSTROEM)
Cl (-3.0330, 1.2160, -0.5404)  -0.072
Cl (1.8221, 0.8419, -0.9582)  -0.081
N (0.8449, -1.6390, -1.0278)  -0.621
N (0.9521, 0.0853, 2.1564)  -1.083
C (0.6071, -0.4322, -1.1524)  0.323
C (-0.7507, 0.0924, -1.4650)  -0.501
C (-1.4338, 0.5296, -0.1722)  -0.350
H (1.7863, -1.9332, -0.7947)  0.364
H (-0.8570, 1.2966, 0.3407)  0.232
H (0.6672, 0.3136, 3.1013)  0.362
H (-1.5881, -0.3151, 0.4932)  0.223
H (-0.6788, 0.9487, -2.1400)  0.235
H (1.8011, 0.6017, 1.9630)  0.364
H (1.1826, -0.8998, 2.1352)  0.360
H (-1.3221, -0.7063, -1.9389)  0.243

Results
- Energy above the lowest of the compared OMol25 structures with the same formula, charge and spin: 0.00 kcal/mol
- E_LUMO: 0.71 eV
- Orbital gap: 11.07 eV
- HOMO: -10.36 eV
- SMILES: [H]/N=C(\Cl)CCCl.N

=====

4.
Below is a gas-phase ion, C3H8Cl2OP (charge +1), with properties calculated with wB97M-V/def2-TZVPD.

Each line ends with the natural charge from an NBO analysis.
CARTESIAN COORDINATES (ANGSTROEM)
Cl (-2.5156, -0.0940, -0.8536)  -0.105
Cl (-0.3010, 1.6223, -2.6507)  -0.194
P (-0.8343, 0.8639, -0.6342)  1.733
O (-1.1586, 2.1526, 0.1922)  -0.959
C (0.6824, -1.5279, -0.6857)  -0.620
C (0.4633, -0.0932, 1.5846)  -0.608
C (0.5297, -0.1658, 0.0469)  -0.557
H (0.0402, -1.1007, 1.9352)  0.235
H (-0.0463, 0.7487, 1.8854)  0.227
H (1.6434, -1.9338, -0.6040)  0.264
H (1.4240, -0.0062, 1.9561)  0.246
H (0.7661, -1.3358, -1.7246)  0.241
H (-0.1894, -2.1377, -0.3716)  0.233
H (1.5372, 0.4475, -0.1555)  0.304
H (-2.0411, 2.5601, 0.0795)  0.561

Results
- Energy above the lowest of the compared OMol25 structures with the same formula, charge and spin: 15.46 kcal/mol
- Charge: +1
- E_LUMO: -4.80 eV
- Orbital gap: 11.29 eV
- HOMO: -16.08 eV

=====

5.
Below is 2 unconnected molecules or ions with the total composition C3H8Cl2Si, with properties calculated with wB97M-V/def2-TZVPD.

Each line ends with the natural charge from an NBO analysis.
CARTESIAN COORDINATES (ANGSTROEM)
Cl (-2.2842, 0.0810, 0.4467)  -0.036
Cl (2.2877, 2.1675, -0.7263)  -0.106
Si (1.1115, -0.5569, -0.5565)  1.044
C (1.4074, -1.8341, 0.8296)  -1.263
C (1.3858, 1.1239, 0.4702)  -0.877
C (-2.5137, 0.6311, -1.1601)  -0.609
H (1.8784, 1.2354, 1.3618)  0.209
H (0.3737, -2.1405, 1.2031)  0.260
H (2.0691, -1.6632, 1.7003)  0.239
H (1.9789, -2.8062, 0.3346)  0.239
H (-1.6991, 1.1273, -1.5800)  0.220
H (-2.8497, -0.2835, -1.8241)  0.222
H (-3.4441, 1.2524, -1.0330)  0.224
H (0.2986, 1.6657, 0.5336)  0.235

Results
- Energy above the lowest of the compared OMol25 structures with the same formula, charge and spin: 119.24 kcal/mol
- E_LUMO: -0.39 eV
- Orbital gap: 8.29 eV
- HOMO: -8.68 eV

=====

6.
Below is 2 unconnected molecules or ions with the total composition C3H8ClN3, with properties calculated with wB97M-V/def2-TZVPD.

Each line ends with the natural charge from an NBO analysis.
CARTESIAN COORDINATES (ANGSTROEM)
Cl (-0.2556, -0.8489, -2.3315)  0.446
N (-1.6189, -0.0938, -0.1577)  -0.475
N (3.3006, 0.3689, 1.0956)  -0.632
N (1.1327, 0.9735, 0.2102)  -0.517
C (-2.9936, -0.5455, -0.5131)  -0.452
C (2.0529, 0.1873, 0.6525)  0.342
C (-0.6057, -0.1819, -0.9420)  0.459
H (-1.5000, 0.1083, 0.8169)  0.484
H (-3.6217, -0.4453, 0.4214)  0.285
H (-3.5190, 0.2343, -1.1275)  0.281
H (1.8671, -0.8825, 0.4459)  0.227
H (3.7037, 1.1806, 1.2171)  0.416
H (3.7677, -0.4155, 1.4634)  0.441
H (1.2111, 1.8545, -0.2698)  0.441
H (-2.9213, -1.4939, -0.9815)  0.252

Results
- Energy above the lowest of the compared OMol25 structures with the same formula, charge and spin: 95.25 kcal/mol
- Charge: +2
- E_LUMO (spin up / spin down): -11.27 / -11.56 eV
- Orbital gap (spin up / spin down): 8.40 / 7.67 eV
- HOMO (spin up / spin down): -19.68 / -19.23 eV

=====

Asked for largest force on an atom across the records above, the calculation gives 1.28 8.42 1.00 4.50 5.09 6.23 eV/Å in order.